Entry from the Open Molecules 2025 dataset: C7H11Cl2NO9RuS as an isolated structure at a distorted geometry (the ωB97M-V functional and the def2-TZVPD basis).

Element x y z (Å)
Ru  -10.345  -0.890  -8.145
O  -12.497  -0.143  -8.318
C  -13.282  -0.338  -7.117
C  -12.462  -0.542  -5.861
N  -11.255  -1.468  -6.204
C  -11.706  -2.888  -6.530
C  -11.553  -3.428  -7.880
O  -12.045  -4.460  -8.215
O  -10.867  -2.654  -8.730
C  -10.238  -1.421  -5.116
C  -8.836  -1.378  -5.894
O  -7.883  -0.948  -5.252
O  -8.839  -1.719  -7.209
H  -13.091  -0.102  -9.076
H  -14.000  -1.162  -7.285
H  -13.964  0.549  -7.018
H  -13.080  -0.923  -5.015
H  -12.039  0.394  -5.601
H  -12.752  -2.965  -6.211
H  -11.110  -3.516  -5.833
H  -10.331  -2.321  -4.500
H  -9.896  -0.381  -3.556
O  -13.225  3.484  -2.875
S  -14.076  2.349  -2.443
O  -14.489  1.306  -3.406
O  -10.426  -0.225  -4.365
O  -14.123  1.993  -1.017
Cl  -9.345  1.140  -8.194
C  -7.627  1.100  -8.849
Cl  -7.575  1.602  -10.583
H  -7.304  0.027  -8.781
H  -7.081  1.895  -8.265

Its spin multiplicity is 5. The HOMO-LUMO gap (spin up / spin down) comes out at 7.2 / 2.0 eV. As for the expectation value of S²: 6.03. Its HOMO energy (spin up / spin down) is -7.56 / -8.00 eV.



Entry from the Open Molecules 2025 dataset: an isolated ion of composition C7H11ClFN2 and charge +1 at a distorted geometry (the ωB97M-V functional and the def2-TZVPD basis).

Element x y z (Å)
C  2.549  -2.187  0.418
C  1.210  -1.674  0.258
C  3.540  -0.047  0.353
C  -1.199  0.094  1.150
C  -0.890  -0.281  -1.240
C  0.115  1.782  -0.254
C  -0.224  0.291  0.018
N  0.958  -0.456  0.129
N  3.630  -1.401  0.285
F  0.304  -2.655  0.132
Cl  3.726  1.090  -0.749
H  2.690  -3.194  0.571
H  -1.386  -0.939  1.504
H  -0.946  0.587  2.122
H  -2.280  0.418  1.008
H  -1.419  -1.209  -0.777
H  -1.624  0.547  -1.443
H  -0.140  -0.417  -2.058
H  1.071  1.965  0.240
H  0.478  1.783  -1.368
H  -0.695  2.481  -0.148
H  4.549  -1.940  0.560

The HOMO-LUMO gap (spin up / spin down) comes out at 7.4 / 7.4 eV. As for the net charge: +1. The value obtained for the energy above the lowest of the compared OMol25 structures with the same formula, charge and spin is 100.4 kcal per mole. Its HOMO energy (spin up / spin down) is -13.36 / -13.36 eV.



Entry from the Open Molecules 2025 dataset: a 2-piece molecular cluster, C7H11ClFNO2 overall at a distorted geometry (the ωB97M-V functional and the def2-TZVPD basis).

Element x y z (Å)
C  1.709  0.410  1.265
C  0.595  0.420  0.230
F  -0.009  -0.864  0.209
C  -0.504  1.446  0.489
C  -1.413  1.099  1.682
O  -2.800  1.051  1.269
C  -3.361  -0.054  0.776
O  -4.147  -0.057  -0.083
Cl  -3.150  -1.486  1.795
H  1.301  0.369  2.285
H  2.343  1.297  1.153
H  2.334  -0.482  1.125
H  1.012  0.582  -0.773
H  -0.050  2.439  0.623
H  -1.138  1.510  -0.407
H  -1.385  1.870  2.458
H  -1.137  0.148  2.142
C  1.497  -2.072  -2.589
C  1.914  -0.724  -2.952
N  2.228  0.349  -3.217
H  1.968  -2.801  -3.246
H  1.779  -2.285  -1.559
H  0.416  -2.162  -2.675

The HOMO-LUMO gap comes out at 11.6 eV. As for the SMILES: C[C@@H](F)CCOC(=O)Cl.CC#N. The value obtained for the energy above the lowest of the compared OMol25 structures with the same formula, charge and spin is 0.0 kcal per mole. Its HOMO energy is -11.00 eV.



Entry from the Open Molecules 2025 dataset: an isolated ion of composition C7H11F2IO4P and charge -1 at a distorted geometry (the ωB97M-V functional and the def2-TZVPD basis).

Element x y z (Å)
C  -5.275  -0.657  -0.203
C  2.031  0.781  -0.085
C  0.684  1.559  -0.289
C  -0.284  0.828  -1.161
C  -1.457  0.163  -0.407
C  -1.056  -0.918  0.605
C  -2.919  -3.944  -0.108
O  -4.297  -2.841  1.824
O  -6.109  -1.453  -0.442
O  -4.071  -0.697  0.071
O  -2.110  -1.572  1.335
F  -1.636  -3.728  -0.538
F  -3.627  -4.305  -1.220
P  -3.449  -2.416  0.706
I  -5.926  1.551  -0.387
H  2.827  1.429  -0.175
H  1.913  0.159  0.797
H  2.153  -0.004  -0.935
H  0.873  2.582  -0.578
H  0.331  1.501  0.745
H  -0.812  1.590  -1.868
H  0.218  0.089  -1.721
H  -2.267  -0.273  -1.042
H  -2.187  0.918  0.130
H  -0.547  -0.486  1.436
H  -0.280  -1.711  0.139

The HOMO-LUMO gap (spin up / spin down) comes out at 7.0 / 7.0 eV. As for the net charge: -1. As for the SMILES: CCCCCO[P@@]([O-])(OC(=O)I)=C(F)F. The value obtained for the energy above the lowest of the compared OMol25 structures with the same formula, charge and spin is 4.2 kcal per mole. Its HOMO energy (spin up / spin down) is -4.31 / -4.30 eV.



Entry from the Open Molecules 2025 dataset: C7H11GaI2N2OS as an isolated structure at a distorted geometry (the ωB97M-V functional and the def2-TZVPD basis).

Element x y z (Å)
C  2.680  2.089  1.657
I  4.655  1.556  1.799
H  2.696  3.168  1.364
H  2.516  1.402  0.657
H  2.285  1.877  2.782
C  -0.078  -1.834  -1.977
C  -1.072  -0.675  -0.308
N  -0.407  -1.818  -0.630
H  -0.490  -0.272  -3.486
I  -3.425  1.069  2.499
N  -1.146  0.031  -1.467
H  0.441  -2.635  -2.428
Ga  -1.555  -0.226  1.501
C  0.802  1.255  1.721
O  0.093  1.856  0.918
C  -0.541  -0.638  -2.506
C  -1.800  1.312  -1.644
H  -2.283  1.335  -2.631
H  -1.075  2.137  -1.595
H  -2.559  1.453  -0.865
C  -0.102  -2.888  0.302
H  0.465  -3.655  -0.228
H  -1.019  -3.331  0.697
H  0.487  -2.503  1.140
S  0.431  -0.065  2.726

The HOMO-LUMO gap (spin up / spin down) comes out at 2.5 / 2.5 eV. As for the net charge: -2. The value obtained for the energy above the lowest of the compared OMol25 structures with the same formula, charge and spin is 123.7 kcal per mole. Its HOMO energy (spin up / spin down) is 2.00 / 2.14 eV.



Entry from the Open Molecules 2025 dataset: a 2-piece molecular cluster, C7H11IN2 overall at a distorted geometry (the ωB97M-V functional and the def2-TZVPD basis).

Element x y z (Å)
C  -1.992  -0.236  0.552
C  -0.823  0.121  1.075
C  -2.243  -1.483  -0.254
C  0.210  -0.948  1.148
C  1.785  1.583  0.262
C  1.149  -0.101  -1.530
C  1.914  0.306  -0.513
N  -1.045  -2.197  -0.314
N  -0.039  -2.053  0.605
I  3.796  -0.662  -0.199
H  -2.809  0.469  0.426
H  -0.502  1.039  1.394
H  -3.134  -1.992  0.245
H  -2.526  -1.109  -1.241
H  1.158  -0.855  1.662
H  2.697  2.076  -0.090
H  1.875  1.552  1.338
H  0.892  2.178  -0.072
H  -1.213  -3.169  -0.351
H  0.097  0.229  -1.531
H  1.464  -0.810  -2.298

The HOMO-LUMO gap comes out at 8.8 eV. As for the SMILES: C1=CCNN=C1.C=C(C)I. The value obtained for the energy above the lowest of the compared OMol25 structures with the same formula, charge and spin is 38.2 kcal per mole. Its HOMO energy is -8.13 eV.



Entry from the Open Molecules 2025 dataset: an isolated ion of composition C7H11IN3S and charge +1 at a distorted geometry (the ωB97M-V functional and the def2-TZVPD basis).

Element x y z (Å)
C  2.905  -0.272  0.541
C  2.780  -1.019  1.718
C  0.784  -0.437  0.939
C  -1.795  0.237  -1.467
C  -1.904  -1.393  -1.177
C  -0.651  0.034  0.711
C  -0.704  2.152  -0.651
N  1.655  -0.015  0.053
N  1.438  -1.038  2.003
N  -0.654  0.718  -0.659
S  -1.828  -1.342  0.640
I  4.090  -2.163  2.876
H  3.795  -0.092  -0.062
H  -1.577  0.456  -2.493
H  -2.664  0.872  -1.376
H  -2.872  -1.765  -1.494
H  -1.063  -1.902  -1.617
H  -1.002  0.680  1.610
H  -1.462  2.421  0.040
H  0.189  2.571  -0.185
H  -0.853  2.359  -1.714
H  1.084  -1.580  2.749
H  0.308  0.517  -0.984

The HOMO-LUMO gap comes out at 9.3 eV. As for the net charge: +1. As for the SMILES: C[N@@H+]1CCS[C@H]1c1ncc(I)[nH]1. The value obtained for the energy above the lowest of the compared OMol25 structures with the same formula, charge and spin is 0.0 kcal per mole. Its HOMO energy is -11.90 eV.



Entry from the Open Molecules 2025 dataset: C7H11INO3S as an isolated structure at a distorted geometry (the ωB97M-V functional and the def2-TZVPD basis).

Element x y z (Å)
C  -1.556  -0.111  -0.163
C  0.606  -1.828  -1.476
C  0.676  -0.685  -0.877
C  -1.724  0.004  -1.554
C  1.166  1.275  1.594
C  0.996  -1.083  2.081
C  0.244  0.044  1.538
N  -0.231  -0.422  0.243
O  -0.749  2.439  -1.586
O  -2.456  -0.245  0.737
O  -0.122  0.872  -3.531
S  -1.296  1.292  -2.796
I  -3.766  -0.557  -2.380
H  -0.235  -2.450  -1.158
H  1.213  -2.154  -2.318
H  1.448  0.111  -0.994
H  -1.182  2.771  -0.745
H  1.016  1.724  2.633
H  2.126  0.910  1.520
H  0.952  1.914  0.647
H  1.776  -0.859  2.863
H  1.399  -1.543  1.133
H  0.442  -1.824  2.606
H  -0.742  0.408  1.984

The HOMO-LUMO gap comes out at 6.5 eV. As for the net charge: -1. The value obtained for the energy above the lowest of the compared OMol25 structures with the same formula, charge and spin is 80.1 kcal per mole. Its HOMO energy is -3.53 eV.



Entry from the Open Molecules 2025 dataset: C7H11N as an isolated structure at a distorted geometry (the ωB97M-V functional and the def2-TZVPD basis).

Element x y z (Å)
C  2.170  0.600  -0.197
C  0.495  -0.613  -0.261
C  -0.949  -0.967  0.059
C  -1.654  -0.095  -0.937
C  -1.090  1.029  -0.030
C  -1.419  0.084  1.066
C  0.517  0.802  -0.052
H  2.337  0.607  -1.296
H  2.805  1.295  0.281
H  2.359  -1.534  0.195
H  0.666  -0.898  -1.356
H  -1.184  -2.043  0.101
H  -2.723  -0.236  -0.838
H  -1.241  -0.207  -1.969
H  -1.494  2.037  -0.232
H  -0.812  0.071  2.001
H  -2.485  -0.096  1.267
H  0.565  1.104  1.046
N  1.827  -0.734  0.416

The HOMO-LUMO gap comes out at 10.1 eV. The value obtained for the energy above the lowest of the compared OMol25 structures with the same formula, charge and spin is 129.7 kcal per mole. Its HOMO energy is -8.91 eV.



Entry from the Open Molecules 2025 dataset: an isolated molecule of C7H11N at a distorted geometry (the ωB97M-V functional and the def2-TZVPD basis).

Element x y z (Å)
C  -0.864  -0.301  1.148
C  -1.798  -0.267  -0.931
C  1.693  -0.191  -0.517
C  1.205  1.087  0.228
C  -0.282  0.912  0.504
C  -0.940  0.809  -0.791
C  2.699  -0.997  -0.129
H  -0.028  -0.986  1.296
H  -1.318  -0.046  2.091
H  -2.279  -1.788  0.348
H  -2.428  -0.666  -1.749
H  1.233  -0.518  -1.439
H  1.518  1.953  -0.423
H  1.778  1.253  1.103
H  -0.611  1.715  1.119
H  -0.705  1.394  -1.641
H  3.194  -0.752  0.783
H  2.912  -1.907  -0.496
N  -1.935  -0.852  0.277

The HOMO-LUMO gap comes out at 8.3 eV. As for the SMILES: C=CC[C@H]1C=CNC1. The value obtained for the energy above the lowest of the compared OMol25 structures with the same formula, charge and spin is 63.1 kcal per mole. Its HOMO energy is -7.19 eV.